1.
Below is a structure of composition C28H35AsBCoF5N3O3S2, with properties calculated with ωB97M-V/def2-TZVPD.

```
79
C28H35AsBCoF5N3O3S2 (ωB97M-V/def2-TZVPD)
Co -0.05029 0.65134 0.84414
C 0.27646 -6.12773 -3.85756
C 0.73255 -4.99194 -2.98446
C 1.70031 -5.18707 -2.00553
C 2.15188 -4.13111 -1.22572
C 1.61657 -2.86945 -1.41748
C 0.65312 -2.64899 -2.39145
C 0.21707 -3.70778 -3.16658
S 2.23676 -1.48761 -0.50087
O 3.35331 -1.96919 0.26541
O 2.43841 -0.43375 -1.46184
N 1.04133 -0.99018 0.45722
C 0.63409 -1.70525 1.55381
C 1.07758 -2.93494 2.05424
C 0.53054 -3.37429 3.24136
C -0.41386 -2.60492 3.91993
C -0.80499 -1.41301 3.35052
N -0.32736 -1.00594 2.17628
H 0.44478 -7.08963 -3.37528
H 0.82591 -6.12860 -4.80118
H -0.78362 -6.04260 -4.09593
H 2.11580 -6.17615 -1.85545
H 2.92417 -4.27501 -0.48198
H 0.26579 -1.64838 -2.54255
H -0.52994 -3.53907 -3.93425
H 1.85723 -3.48695 1.55302
H 0.86257 -4.31510 3.66165
H -0.81930 -2.91490 4.87143
H -1.51484 -0.75318 3.83660
C -3.34584 -0.73497 1.00922
C -2.39908 -0.99665 -0.11991
C -2.72140 -2.16760 -0.99205
O -1.44282 -0.27460 -0.38763
H -4.03807 -1.56164 1.14889
H -3.91330 0.16308 0.76444
H -2.80810 -0.52342 1.92769
H -3.70140 -2.01032 -1.45143
H -2.80852 -3.05747 -0.36505
H -1.96805 -2.31776 -1.75469
C 1.26593 4.59373 1.15129
C 0.90058 4.03820 -0.21722
As 1.21950 2.13086 -0.48274
C 3.16886 2.08924 -0.22583
C 3.75422 1.60404 1.09215
C 0.96722 2.02179 -2.42096
C 2.23660 2.26690 -3.22729
H 1.10915 5.67353 1.16339
H 2.31274 4.40912 1.39864
H 0.65415 4.16303 1.94029
H 1.52378 4.49178 -0.99540
H -0.14047 4.23526 -0.47076
H 3.46630 3.12439 -0.41224
H 3.54135 1.48028 -1.04281
H 3.44470 2.21018 1.93888
H 4.84237 1.65778 1.02279
H 3.48865 0.56730 1.29547
H 0.21679 2.77660 -2.64499
H 0.54628 1.04456 -2.64568
H 2.72344 3.20429 -2.95137
H 1.98888 2.32874 -4.28828
H 2.94807 1.45421 -3.09769
B 1.77539 2.51370 4.54337
C 1.31802 1.83726 3.20733
N 0.98517 1.33280 2.22333
H 0.89022 3.28482 4.84051
H 1.91276 1.62661 5.35434
H 2.81657 3.08537 4.29886
F -6.49230 2.91428 -1.53144
C -5.34560 2.77105 -0.86920
C -5.34478 2.60347 0.50436
F -6.50108 2.57433 1.16673
C -4.14757 2.44789 1.17928
F -4.20740 2.25179 2.49714
C -2.91046 2.45298 0.53013
S -1.45530 2.30363 1.50380
C -2.95522 2.66178 -0.84310
F -1.82161 2.76480 -1.54249
C -4.13969 2.80169 -1.54371
F -4.12167 2.98867 -2.86582
```

The HOMO energy (alpha / beta) comes out at -8.5 / -8.5 eV. As for the spin multiplicity: 1. For the strongest force on any atom, the calculation gives 0.54 eV/Å. For the energy relative to the best compared isomer or geometry (same formula, charge and spin), the calculation gives 0.061 eV.

In the Mulliken picture, each atom carries the following charge in e:
1. Co -0.005
2. C -1.526
3. C 0.970
4. C -0.896
5. C -0.215
6. C -0.521
7. C -0.599
8. C -0.837
9. S 1.222
10. O -0.735
11. O -0.684
12. N 0.736
13. C 0.594
14. C -0.866
15. C -0.504
16. C -1.184
17. C -0.135
18. N -0.206
19. H 0.374
20. H 0.310
21. H 0.372
22. H 0.375
23. H 0.532
24. H 0.728
25. H 0.425
26. H 0.441
27. H 0.432
28. H 0.424
29. H 0.594
30. C -0.919
31. C 0.988
32. C -1.335
33. O -0.118
34. H 0.492
35. H -0.044
36. H 0.021
37. H 0.426
38. H 0.433
39. H 0.088
40. C -1.048
41. C -0.678
42. As 0.741
43. C -0.670
44. C -1.189
45. C -0.370
46. C -1.360
47. H 0.451
48. H 0.227
49. H 0.210
50. H 0.575
51. H 0.324
52. H 0.702
53. H 0.453
54. H 0.210
55. H 0.490
56. H 0.145
57. H 0.608
58. H 0.078
59. H 0.305
60. H 0.441
61. H 0.255
62. B 0.875
63. C -0.336
64. N -0.056
65. H -0.143
66. H -0.164
67. H -0.167
68. F -0.313
69. C 0.678
70. C 0.485
71. F -0.311
72. C -0.099
73. F -0.370
74. C 0.393
75. S -0.552
76. C 0.093
77. F -0.140
78. C -0.105
79. F -0.312


2.
Below is a structure of composition CHNO3 at a distorted geometry, with properties calculated with ωB97M-V/def2-TZVPD.

```
6
CHNO3 (ωB97M-V/def2-TZVPD)
N 0.88382 0.94022 -0.01500
C -0.83407 -0.49104 0.01458
O 0.43880 0.25749 -1.02513
O -0.45656 0.05098 1.06540
O -1.63118 -1.13188 -0.52742
H 1.59919 0.37421 0.48756
```

The HOMO energy (alpha / beta) comes out at -10.6 / -10.6 eV. As for the spin multiplicity: 1. For the strongest force on any atom, the calculation gives 2.79 eV/Å. For the energy relative to the best compared isomer or geometry (same formula, charge and spin), the calculation gives 2.612 eV.

In the Mulliken picture, each atom carries the following charge in e:
1. N 0.050
2. C 0.720
3. O -0.313
4. O -0.434
5. O -0.293
6. H 0.271


3.
Below is the molecule C3H9N5 at a distorted geometry, with properties calculated with ωB97M-V/def2-TZVPD.

```
17
C3H9N5 (ωB97M-V/def2-TZVPD)
H -1.30112 1.20374 -2.06133
N -1.35720 1.22891 -1.04080
C -0.43883 0.42514 -0.57775
N 0.32667 -0.37978 -1.41670
N -0.34058 -1.07831 -2.46260
C -0.20181 0.44373 0.90285
N -1.26553 0.89651 1.69204
C 0.73074 -0.35032 1.49952
N 2.00860 -0.59571 1.08855
H 1.09617 -0.87569 -0.95977
H -0.91216 -1.82448 -2.05894
H -1.01302 -0.46817 -2.93107
H -1.93931 1.36656 1.07714
H -0.96665 1.50555 2.44459
H 0.54195 -0.76629 2.49127
H 2.38437 0.13065 0.47669
H 2.64770 -0.86204 1.83631
```

The HOMO energy comes out at -7.3 eV. As for the spin multiplicity: 1. For the strongest force on any atom, the calculation gives 2.15 eV/Å. For the energy relative to the best compared isomer or geometry (same formula, charge and spin), the calculation gives 2.557 eV.

In the Mulliken picture, each atom carries the following charge in e:
1. H 0.196
2. N -0.767
3. C 0.311
4. N -0.178
5. N -0.659
6. C 0.203
7. N -0.615
8. C -0.232
9. N -0.582
10. H 0.355
11. H 0.239
12. H 0.270
13. H 0.328
14. H 0.258
15. H 0.383
16. H 0.229
17. H 0.262


4.
Below is a structure of composition C24H44IN3O4Si, with properties calculated with ωB97M-V/def2-TZVPD.

```
77
C24H44IN3O4Si (ωB97M-V/def2-TZVPD)
C -1.61601 -1.45652 1.76120
C -2.29721 -1.09437 0.44865
O -3.32087 -1.99814 0.06470
C -2.91213 -3.17786 -0.61601
C -3.79297 -3.40383 -1.82988
O -3.32038 -2.70776 -2.95953
C -3.66376 -1.34022 -2.92082
C -3.10932 -0.63361 -4.12883
O -1.72048 -0.39216 -4.08213
C -1.37557 0.59645 -3.14940
C 0.04530 1.11142 -3.37837
O 0.04539 2.48250 -2.97503
C 0.16096 2.45177 -1.53853
C 0.79454 3.77921 -1.12350
N 0.99578 3.95400 0.30960
C 0.06345 3.33492 1.23651
C 0.97223 1.19297 -1.17504
C 1.21929 0.51366 -2.53954
I 2.99714 1.52896 -3.35971
Si 1.75083 -1.34750 -2.42127
C 2.51903 -1.56475 -0.70854
C 3.01944 -1.83250 -3.70366
C 0.35120 -2.56977 -2.54882
H -1.30197 -0.56089 2.30539
H -0.73538 -2.08559 1.61189
H -2.32933 -2.00586 2.38608
H -1.55202 -1.05165 -0.36157
H -2.77667 -0.11208 0.50884
H -2.95947 -4.05126 0.04989
H -1.86823 -3.06987 -0.95838
H -4.81811 -3.09064 -1.57685
H -3.81086 -4.46426 -2.10249
H -3.31532 -0.86359 -1.99257
H -4.76079 -1.22769 -2.94437
H -3.65419 0.32019 -4.22414
H -3.29077 -1.22250 -5.03405
H -1.53382 0.25165 -2.11342
H -2.00901 1.48529 -3.30480
H 0.23597 1.08180 -4.45492
H -0.84639 2.35802 -1.10536
H 1.76433 3.83514 -1.62842
H 0.18168 4.59847 -1.52389
H 1.94941 3.73949 0.55769
H 0.20035 2.24967 1.37249
H 0.18874 3.79651 2.22251
H -0.96174 3.52859 0.90837
H 0.40207 0.53141 -0.50633
H 1.90611 1.44189 -0.66463
H 2.00451 -2.37767 -0.18541
H 3.57382 -1.85087 -0.79567
H 2.45530 -0.67805 -0.07481
H 2.70483 -1.57181 -4.71933
H 3.15061 -2.92079 -3.65312
H 3.98130 -1.34983 -3.51263
H 0.71031 -3.50824 -2.10162
H 0.04681 -2.76627 -3.57908
H -0.54263 -2.26045 -2.00287
N 4.23157 -4.19467 2.80727
C 3.50293 -4.32743 3.95745
C 2.18841 -4.47403 3.60465
C 2.12411 -4.42375 2.18464
C 3.40069 -4.24648 1.72252
H 5.22589 -4.07096 2.76572
H 3.97771 -4.30988 4.92324
H 1.36494 -4.60494 4.28679
H 1.24192 -4.51156 1.57443
H 3.78510 -4.15827 0.72121
N -0.88383 5.55752 4.86414
C -1.03932 5.59059 6.22288
C 0.08204 6.16662 6.75722
C 0.94778 6.49183 5.67624
C 0.32335 6.10319 4.52158
H -1.55290 5.18621 4.21598
H -1.92867 5.20610 6.69182
H 0.26270 6.33693 7.80529
H 1.91660 6.95811 5.74017
H 0.63367 6.16970 3.49233
```

The HOMO energy comes out at -8.3 eV. As for the spin multiplicity: 1. For the strongest force on any atom, the calculation gives 0.69 eV/Å.

In the Mulliken picture, each atom carries the following charge in e:
1. C -1.432
2. C 0.765
3. O -0.459
4. C 0.048
5. C -0.769
6. O -0.370
7. C 0.069
8. C -0.811
9. O -0.315
10. C -0.343
11. C 0.207
12. O -0.567
13. C 0.406
14. C -1.288
15. N -0.223
16. C -0.683
17. C -0.928
18. C -0.276
19. I 0.052
20. Si 0.613
21. C -0.836
22. C -1.329
23. C -0.273
24. H 0.366
25. H 0.206
26. H 0.429
27. H -0.487
28. H 0.370
29. H 0.463
30. H -0.071
31. H 0.307
32. H 0.433
33. H 0.081
34. H 0.412
35. H 0.383
36. H 0.364
37. H -0.306
38. H 0.503
39. H 0.810
40. H 0.327
41. H 0.284
42. H 0.280
43. H 0.295
44. H 0.193
45. H 0.244
46. H 0.287
47. H -0.014
48. H 0.644
49. H -0.004
50. H 0.365
51. H 0.332
52. H 0.313
53. H 0.320
54. H 0.369
55. H 0.480
56. H 0.384
57. H -0.648
58. N 0.002
59. C -0.441
60. C -0.617
61. C -0.195
62. C -0.675
63. H 0.192
64. H 0.380
65. H 0.386
66. H 0.527
67. H 0.467
68. N 0.021
69. C -0.502
70. C -0.372
71. C -0.486
72. C -0.413
73. H 0.201
74. H 0.366
75. H 0.386
76. H 0.397
77. H 0.408


| no. | energy (eV) |
| --- | --- |
| 1 | -174615.621 |
| 2 | -8681.073 |
| 3 | -10705.491 |
| 4 | -54238.648 |